<one>
An isolated molecule of C4H6N4. Source: OMol25; level of theory: ωB97M-V with the def2-TZVPD basis set.

Last columns: bonded neighbours and bond lengths (Å).
CARTESIAN COORDINATES (ANGSTROEM)
1 C -2.315 0.372 0.709  C2 1.609, H5 1.104, H6 1.191, N11 1.467
2 C -1.252 0.302 -0.497  C1 1.609, C3 1.481, H8 1.225, N11 1.364
3 C 0.133 0.123 -0.003  C2 1.481, N12 1.317, N14 1.361
4 C 2.348 0.422 0.085  H9 1.163, N13 1.442, N14 1.382
5 H -1.990 -0.004 1.695  C1 1.104
6 H -3.155 1.216 0.680  C1 1.191
7 H -1.980 -1.545 -0.242  N11 1.004
8 H -1.260 1.087 -1.438  C2 1.225
9 H 3.298 1.034 0.362  C4 1.163
10 H 0.658 2.128 -0.300  N14 1.197
11 N -2.272 -0.597 -0.391  C1 1.467, C2 1.364, H7 1.004
12 N 0.691 -1.070 0.028  C3 1.317, N13 1.332
13 N 2.016 -0.981 0.121  C4 1.442, N12 1.332
14 N 1.129 1.043 -0.117  C3 1.361, C4 1.382, H10 1.197

The value obtained for the HOMO energy is -8.7533 eV. The SMILES is c1nnc([C@@H]2CN2)[nH]1. The net charge is 0.

Löwdin population analysis, charges in e, atoms 1 to 6: -0.087, -0.311, -0.380, -0.125, 0.099, 0.126



<two>
An isolated molecule of C4H6N4. Source: OMol25; level of theory: ωB97M-V with the def2-TZVPD basis set.

Last columns: bonded neighbours and bond lengths (Å).
CARTESIAN COORDINATES (ANGSTROEM)
1 C 1.839 -0.307 -0.374  H6 1.035, N11 1.276, N12 1.439
2 C -0.874 -0.443 1.156  C3 1.628, H8 1.151, N13 1.256
3 C -1.039 0.951 0.331  C2 1.628, C4 1.469, H9 1.185, H10 1.150
4 C -2.440 1.279 0.037  C3 1.469, N14 1.151
5 H 2.799 -1.045 -2.018  N11 1.068
6 H 1.871 0.530 0.235  C1 1.035
7 H 0.611 -1.986 -0.959  N12 1.070
8 H -1.575 -0.425 2.069  C2 1.151
9 H -0.488 1.760 0.999  C3 1.185
10 H -0.467 0.787 -0.654  C3 1.150
11 N 2.792 -0.332 -1.222  C1 1.276, H5 1.068
12 N 0.601 -1.033 -0.473  C1 1.439, H7 1.070, N13 1.528
13 N -0.097 -1.379 0.842  C2 1.256, N12 1.528
14 N -3.532 1.643 0.033  C4 1.151

The value obtained for the HOMO energy is -9.7102 eV. The SMILES is [H]/N=C\N/N=C\CC#N. The net charge is 0.

Löwdin population analysis, charges in e, atoms 1 to 6: -0.310, -0.161, -0.160, -0.252, 0.071, 0.081



Which one sits at the bottom of the stability order? <one> does.